P) ORCA calculation (wB97M-V/def2-TZVPD) on 4 unconnected molecules or ions with the total composition C2H9NO.

Cartesian coordinates (Å):
N1 1.35 -2.93 -0.78
H1 1.88 -2.66 -1.61
H2 1.68 4.58 -2.17
H3 0.32 -2.71 -0.98
H4 1.22 -3.91 -0.77
C1 -1.24 0.49 1.80
O1 -2.22 0.37 0.78
C2 -0.85 0.66 0.42
H5 -1.15 1.14 2.68
H6 -1.10 -0.42 2.40
H7 -0.72 1.62 -0.10
H8 -0.30 -0.28 0.18
H9 1.13 4.02 -1.84

Total charge: 0
Gap between HOMO and LUMO in eV: 11.2
E_HOMO in eV: -10.2497

=====

Q) ORCA calculation (wB97M-V/def2-TZVPD) on 2 unconnected molecules or ions with the total composition C2H9NO.

Cartesian coordinates (Å):
C1 -0.13 -1.57 0.15
N1 -1.32 1.86 1.47
H1 -0.86 -1.50 0.94
H2 0.82 -1.99 0.51
H3 -0.49 -2.21 -0.66
H4 -1.82 2.06 0.62
H5 -0.80 2.68 1.76
H6 -0.72 1.05 1.34
C2 1.09 -0.08 -1.27
O1 0.09 -0.25 -0.32
H7 1.25 0.99 -1.37
H8 0.83 -0.53 -2.24
H9 2.05 -0.52 -0.94

Total charge: 0
Gap between HOMO and LUMO in eV: 10.4
E_HOMO in eV: -9.4104
Structure (SMILES): COC.N

=====

R) ORCA calculation (wB97M-V/def2-TZVPD) on 2 unconnected molecules or ions with the total composition C2H9NO.

Cartesian coordinates (Å):
C1 0.84 1.76 0.09
N1 0.14 0.47 -0.33
C2 0.91 -0.31 -1.40
H1 1.92 1.71 -0.18
H2 0.55 2.48 -0.70
H3 0.49 1.99 1.11
H4 -0.71 0.43 -0.74
H5 0.74 0.04 -2.41
H6 0.71 -1.38 -1.40
H7 1.99 -0.19 -1.21
H8 -1.05 -1.06 1.61
H9 -1.70 -2.21 2.30
O1 -1.81 -1.72 1.47

Total charge: 0
Gap between HOMO and LUMO in eV: 9.8
E_HOMO in eV: -8.7740
Structure (SMILES): CNC.O

=====

S) ORCA calculation (wB97M-V/def2-TZVPD) on 2 unconnected molecules or ions with the total composition C2H9NO.

Cartesian coordinates (Å):
C1 -0.30 1.81 0.02
N1 -0.49 0.38 -0.29
C2 0.40 -0.09 -1.32
H1 0.76 2.01 0.16
H2 -0.64 2.42 -0.83
H3 -0.80 2.00 0.96
H4 -1.45 0.25 -0.54
H5 0.62 0.68 -2.09
H6 0.05 -0.92 -1.93
H7 1.40 -0.41 -1.00
H8 0.22 -1.20 0.91
H9 1.01 -1.84 2.03
O1 0.24 -1.99 1.48

Total charge: 0
Gap between HOMO and LUMO in eV: 10.3
E_HOMO in eV: -9.2976
Structure (SMILES): CNC.O

=====

Of them, P) has the lowest stability.

=====

P) ORCA calculation (wB97M-V/def2-TZVPD) on 2 unconnected molecules or ions with the total composition C4H5P.

Cartesian coordinates (Å):
C1 -0.50 -0.01 -0.45
C2 0.29 -0.96 0.00
C3 -0.73 2.88 2.24
C4 0.81 0.40 0.24
P1 -1.14 2.97 0.76
H1 -1.13 0.46 -1.15
H2 0.69 -1.90 0.04
H3 -0.70 2.74 3.28
H4 1.61 0.76 -0.41
H5 0.80 0.98 1.12

Total charge: 0
Gap between HOMO and LUMO in eV: 9.9
E_HOMO in eV: -9.3822
Structure (SMILES): C1=CC1.C#P

=====

Q) ORCA calculation (wB97M-V/def2-TZVPD) on C4H5P in the gas phase.

Cartesian coordinates (Å):
C1 -0.34 0.48 1.49
C2 0.20 -0.29 0.64
C3 1.19 0.35 -1.87
C4 -1.18 -0.72 0.92
P1 1.96 -0.40 -0.64
H1 -0.46 1.31 2.13
H2 1.65 0.41 -2.78
H3 0.23 0.87 -1.66
H4 -1.40 -1.55 1.53
H5 -1.86 -0.45 0.24

Total charge: 0
Gap between HOMO and LUMO in eV: 9.2
E_HOMO in eV: -9.0096
Structure (SMILES): C=PC1=CC1

=====

Of them, P) has the lowest stability.

=====

P) ORCA calculation (wB97M-V/def2-TZVPD) on 4 unconnected molecules or ions with the total composition C5H14O3.

Cartesian coordinates (Å):
C1 -0.97 -1.17 1.65
C2 0.41 -0.94 0.94
C3 1.40 -1.82 1.20
C4 1.39 0.15 -1.08
C5 0.59 0.22 0.03
H1 -1.14 -0.10 1.96
H2 -0.90 -1.82 2.54
H3 -1.63 -1.50 0.98
H4 1.13 -2.49 1.99
H5 2.32 -1.68 0.83
H6 1.75 -0.85 -1.43
H7 1.35 1.04 -1.78
H8 0.02 1.11 0.12
H9 -0.40 0.16 -3.43
H10 0.35 -1.08 -3.76
O1 -0.61 -0.79 -3.65
H11 0.36 3.71 2.30
H12 0.58 2.35 2.55
O2 0.56 3.09 3.06
H13 -2.04 0.13 -0.66
H14 -2.15 -0.19 -2.22
O3 -2.01 0.52 -1.46

Total charge: 0
Gap between HOMO and LUMO in eV: 9.6
E_HOMO in eV: -9.0518
Structure (SMILES): C=CC(=C)C.O.O.O

=====

Q) ORCA calculation (wB97M-V/def2-TZVPD) on 4 unconnected molecules or ions with the total composition C5H14O3.

Cartesian coordinates (Å):
C1 1.07 -0.78 -0.19
C2 -0.29 -0.26 0.21
C3 -1.30 0.21 -0.84
C4 -0.35 0.43 1.54
C5 -0.85 -1.02 1.38
H1 0.98 -1.33 -1.09
H2 1.49 -1.48 0.53
H3 1.78 -0.05 -0.28
H4 -2.11 0.90 -0.46
H5 -1.76 -0.69 -1.23
H6 0.59 0.60 2.01
H7 -0.99 1.29 1.57
H8 -0.47 -2.05 1.48
H9 1.33 2.18 -2.12
H10 -0.72 0.54 -1.72
O1 1.24 1.51 -1.44
H11 1.36 2.01 -0.43
H12 2.24 2.80 1.15
O2 1.68 2.04 0.88
H13 -1.95 -1.06 1.34
H14 -1.65 -3.31 -1.33
O3 -1.32 -2.47 -0.95

Total charge: 0
Gap between HOMO and LUMO in eV: 3.6
E_HOMO in eV: -8.6691

=====

Of them, Q) has the lowest stability.

=====

P) ORCA calculation (wB97M-V/def2-TZVPD) on 4 unconnected molecules or ions with the total composition CH10O3S2.

Cartesian coordinates (Å):
C1 1.60 -0.79 -1.46
S1 0.30 -1.86 -0.93
S2 -0.93 -1.83 -2.57
H1 1.42 0.15 -1.09
H2 2.64 -1.14 -0.96
H3 1.85 -0.70 -2.56
H4 -0.44 -2.87 -3.32
H5 -0.38 -0.08 2.09
H6 -1.21 -1.20 1.49
O1 -1.26 -0.45 2.15
H7 -2.89 2.18 0.71
H8 -2.10 1.04 1.21
O2 -1.98 1.87 0.64
H9 1.78 2.30 1.60
H10 0.39 1.87 1.29
O3 1.20 1.52 1.72

Total charge: 0
Gap between HOMO and LUMO in eV: 9.8
E_HOMO in eV: -9.2905
Structure (SMILES): CSS.O.O.O

=====

Q) ORCA calculation (wB97M-V/def2-TZVPD) on 4 unconnected molecules or ions with the total composition CH10O3S2.

Cartesian coordinates (Å):
C1 -3.04 -0.38 -1.12
S1 -1.88 0.04 0.19
S2 -0.68 -1.68 0.32
H1 -4.05 -0.06 -0.85
H2 -2.77 0.16 -2.02
H3 -3.09 -1.44 -1.29
H4 -0.91 -2.06 -0.94
H5 3.82 1.23 -2.21
H6 4.96 1.90 -1.47
O1 4.42 1.99 -2.27
H7 1.07 0.71 1.85
H8 0.19 0.17 2.95
O2 0.71 0.94 2.73
H9 2.09 1.20 -0.78
H10 1.53 -0.14 -0.52
O3 2.29 0.41 -0.26

Total charge: 0
Gap between HOMO and LUMO in eV: 8.9
E_HOMO in eV: -8.8183
Structure (SMILES): CSS.O.O.O

=====

Of them, Q) has the lowest stability.

=====

P) ORCA calculation (wB97M-V/def2-TZVPD) on C5H7FO in the gas phase.

Cartesian coordinates (Å):
C1 -0.69 0.41 -0.47
C2 -0.61 0.20 0.97
C3 -1.80 -0.38 0.13
C4 0.50 -0.31 0.01
C5 1.71 0.49 -0.09
O1 0.63 -1.70 -0.22
F1 -3.03 0.43 0.45
H1 -0.77 1.24 -1.13
H2 -0.61 0.92 1.78
H3 -2.14 -1.46 0.08
H4 1.65 1.56 0.00
H5 2.29 0.26 -1.04
H6 2.36 0.13 0.76
H7 0.52 -1.80 -1.23

Total charge: 0
Gap between HOMO and LUMO in eV: 11.2
E_HOMO in eV: -10.3713
Structure (SMILES): C[C@@]1(O)[C@@H]2[C@@H](F)[C@@H]21

=====

Q) ORCA calculation (wB97M-V/def2-TZVPD) on a molecular structure, C5H7FO.

Cartesian coordinates (Å):
C1 1.12 0.57 0.24
C2 0.82 -0.23 -1.05
C3 2.28 -0.35 0.22
C4 -0.15 -0.31 0.01
C5 -1.49 0.38 0.00
O1 -0.22 -1.52 0.73
F1 3.45 0.08 -0.32
H1 1.09 1.66 0.29
H2 1.05 -0.16 -2.13
H3 2.22 -1.22 0.74
H4 -1.26 1.43 -0.22
H5 -2.07 0.27 0.95
H6 -2.05 -0.05 -0.85
H7 0.03 -2.25 0.16

Total charge: 0
Gap between HOMO and LUMO in eV: 9.8
E_HOMO in eV: -8.7811

=====

R) ORCA calculation (wB97M-V/def2-TZVPD) on C5H7FO in the gas phase.

Cartesian coordinates (Å):
C1 -0.68 0.60 0.04
C2 0.77 1.00 0.39
C3 1.48 -0.23 -0.34
C4 -0.55 -0.95 0.04
C5 -1.90 -0.30 0.09
H1 1.16 1.93 0.01
H2 0.95 0.86 1.44
H3 2.09 0.16 -1.14
H4 2.19 -0.92 0.34
H5 -0.30 -1.24 1.06
H6 -2.52 -0.04 -0.71
H7 -2.32 -0.53 1.10
O1 0.41 -1.18 -0.98
F1 -0.77 0.85 -1.36

Total charge: 0
Gap between HOMO and LUMO in eV: 9.8
E_HOMO in eV: -8.8238
Structure (SMILES): F[C@]12CCO[C@@H]1C2

=====

S) ORCA calculation (wB97M-V/def2-TZVPD) on C5H7FO in the gas phase.

Cartesian coordinates (Å):
C1 -0.91 -0.42 0.12
C2 0.36 -0.91 -0.74
C3 -0.29 0.94 0.19
C4 2.37 0.32 0.31
C5 1.01 0.34 -0.29
O1 2.12 0.96 -0.90
F1 3.09 -0.78 0.34
H1 -1.82 -0.51 -0.54
H2 -1.15 -0.83 1.08
H3 0.80 -1.91 -0.39
H4 0.16 -0.83 -1.74
H5 -0.57 1.45 -0.70
H6 -0.16 1.48 1.16
H7 2.45 0.94 1.18

Total charge: 0
Gap between HOMO and LUMO in eV: 11.1
E_HOMO in eV: -10.0676
Structure (SMILES): F[C@H]1OC12CCC2

=====

Of them, R) has the lowest stability.

=====

P) ORCA calculation (wB97M-V/def2-TZVPD) on C19H23N3O6S in the gas phase.

Cartesian coordinates (Å):
C1 -5.24 -0.03 4.59
C2 -4.60 -0.83 3.65
H1 -5.15 -0.74 2.60
H2 -4.54 -1.84 3.89
O1 -3.08 -0.19 3.58
C3 -2.29 -0.99 2.53
O2 -2.62 -1.95 1.79
C4 -1.05 -0.30 2.44
C5 -0.07 -1.02 1.67
C6 1.21 -0.60 1.64
C7 1.44 0.57 1.99
C8 0.58 1.37 2.82
C9 -0.58 0.90 3.24
H3 -1.47 1.24 3.64
H4 0.87 2.32 3.45
N1 2.92 1.04 1.98
C10 3.73 1.09 1.03
O3 4.90 1.28 1.01
C11 2.77 0.97 -0.38
C12 1.68 1.25 -0.81
C13 1.56 1.28 -2.16
C14 2.78 0.51 -2.73
N2 3.51 0.46 -1.61
C15 4.95 -0.18 -1.69
H5 5.14 0.39 -2.70
H6 5.46 0.45 -0.80
H7 5.02 -1.06 -1.30
H8 2.88 0.40 -3.65
S1 0.29 1.59 -3.20
O4 0.76 1.89 -4.41
O5 -0.64 2.73 -2.53
N3 -0.84 0.54 -3.37
C16 -1.78 0.02 -2.29
H9 -1.79 0.99 -1.62
C17 -1.06 -1.07 -1.42
H10 -2.02 -1.53 -0.82
O6 -0.84 -2.02 -2.23
C18 0.21 -2.09 -3.26
H11 0.34 -2.75 -3.86
C19 -0.39 -0.81 -4.32
H12 0.41 -0.51 -4.73
H13 -1.15 -1.33 -4.88
H14 1.19 -1.49 -2.81
H15 -0.10 -0.70 -0.86
H16 -2.68 -0.20 -2.83
H17 0.86 1.80 0.04
H18 3.29 1.51 2.96
H19 1.98 -1.19 1.21
H20 -0.45 -1.98 1.24
H21 -4.69 -0.06 5.38
H22 -6.32 -0.23 4.63
H23 -5.27 1.14 4.23

Total charge: 0
Gap between HOMO and LUMO in eV: 7.3
E_HOMO in eV: -8.0083
Structure (SMILES): CCOC(=O)c1ccc(NC(=O)c2cc(S(=O)(=O)N3CCOCC3)cn2C)cc1

=====

Q) ORCA calculation (wB97M-V/def2-TZVPD) on C19H23N3O6S in the gas phase.

Cartesian coordinates (Å):
C1 -1.87 -2.02 2.20
C2 -3.17 -2.31 1.46
H1 -3.02 -3.11 0.72
H2 -3.97 -2.57 2.15
O1 -3.64 -1.14 0.79
C3 -3.06 -0.86 -0.39
O2 -2.27 -1.58 -0.96
N1 -3.52 0.31 -0.92
C4 -2.84 0.82 -2.09
H3 -3.55 1.43 -2.65
H4 -2.51 -0.02 -2.70
C5 -1.61 1.66 -1.65
N2 -1.87 2.19 -0.32
C6 -1.11 1.93 0.78
O3 -1.56 2.04 1.91
C7 0.33 1.60 0.56
C8 0.95 0.70 1.42
C9 2.31 0.47 1.34
C10 3.05 1.15 0.39
C11 2.46 2.06 -0.46
C12 1.10 2.30 -0.37
H5 0.64 3.04 -1.01
H6 3.08 2.57 -1.17
S1 4.83 0.91 0.28
O4 5.29 1.67 -0.84
O5 5.41 1.13 1.57
N3 5.07 -0.70 -0.07
H7 5.05 -1.28 0.76
C13 4.38 -1.24 -1.21
C14 3.03 -1.79 -0.86
C15 2.69 -2.83 -0.04
C16 1.28 -2.88 -0.03
C17 0.86 -1.87 -0.84
O6 1.91 -1.20 -1.35
H8 -0.12 -1.57 -1.14
H9 0.66 -3.58 0.50
H10 3.36 -3.48 0.48
H11 5.00 -2.02 -1.66
H12 4.28 -0.42 -1.93
H13 2.80 -0.21 2.02
H14 0.35 0.20 2.17
C18 -3.25 2.59 -0.12
H15 -3.31 3.10 0.84
C19 -4.15 1.34 -0.12
H16 -5.13 1.58 -0.55
H17 -4.29 0.96 0.89
H18 -3.52 3.28 -0.92
H19 -0.72 1.04 -1.62
H20 -1.45 2.48 -2.35
H21 -1.07 -1.83 1.49
H22 -1.60 -2.88 2.81
H23 -1.99 -1.16 2.85

Total charge: 0
Gap between HOMO and LUMO in eV: 9.0
E_HOMO in eV: -8.7781
Structure (SMILES): CCOC(=O)N1CCN(C(=O)c2ccc(S(=O)(=O)NCc3ccco3)cc2)CC1

=====

Of them, P) has the lowest stability.